Here is a cluster of 10 separate species, C46H92F15N5O15S5 in total in a non-equilibrium geometry from the Open Molecules 2025 dataset. Energies are from ωB97M-V/def2-TZVPD.

Summary:
- Multiplicity: 2
- Gap between HOMO and LUMO (alpha / beta): 5.8 / 3.3 eV
- Calculated total energy: -6698.63967 Ha
- HOMO energy (alpha / beta): -8.482 / -8.482 eV
- Charge: +1
- LUMO energy (alpha / beta): -0.0974 / -0.1887 Eh

Each atom is followed by the atoms it is bonded to, with distances in Å.
Element x y z (Å)
1 C 13.341 -10.753 12.877  C2 1.558, H10 1.090, H11 1.090, H12 1.090
2 C 13.960 -9.378 12.485  C1 1.558, C3 1.529, H13 1.090, H14 1.090
3 C 12.940 -8.243 12.582  C2 1.529, N4 1.590, H15 1.090, H16 1.090
4 N 13.566 -6.853 12.134  C3 1.590, C5 1.543, C6 1.563, C9 1.576
5 C 14.019 -6.954 10.662  N4 1.543, H17 1.090, H18 1.090, H19 1.090
6 C 12.437 -5.783 12.294  N4 1.563, C7 1.574, H20 1.090, H21 1.090
7 C 12.888 -4.866 13.492  C6 1.574, C8 1.520, H22 1.090, H23 1.090
8 C 14.402 -4.891 13.362  C7 1.520, C9 1.500, H24 1.090, H25 1.090
9 C 14.763 -6.301 12.998  N4 1.576, C8 1.500, H26 1.090, H27 1.090
10 H 12.331 -10.885 12.491  C1 1.090
11 H 13.194 -10.792 13.956  C1 1.090
12 H 14.042 -11.588 12.848  C1 1.090
13 H 14.299 -9.400 11.449  C2 1.090
14 H 14.816 -9.227 13.142  C2 1.090
15 H 12.652 -7.988 13.602  C3 1.090
16 H 12.085 -8.498 11.955  C3 1.090
17 H 13.124 -7.129 10.065  C5 1.090
18 H 14.863 -7.644 10.658  C5 1.090
19 H 14.198 -5.963 10.246  C5 1.090
20 H 12.310 -5.234 11.362  C6 1.090
21 H 11.464 -6.148 12.622  C6 1.090
22 H 12.435 -3.883 13.361  C7 1.090
23 H 12.536 -5.299 14.428  C7 1.090
24 H 14.753 -4.211 12.585  C8 1.090
25 H 14.733 -4.615 14.363  C8 1.090
26 H 15.661 -6.300 12.380  C9 1.090
27 H 14.897 -6.965 13.852  C9 1.090
28 C 16.168 -2.278 10.943  C29 1.601, H37 1.090, H38 1.090, H39 1.090
29 C 14.851 -1.443 10.582  C28 1.601, C30 1.570, H40 1.090, H41 1.090
30 C 14.584 -1.538 9.038  C29 1.570, N31 1.547, H42 1.090, H43 1.090
31 N 13.198 -0.975 8.639  C30 1.547, C32 1.575, C33 1.545, C36 1.527
32 C 12.998 0.563 8.913  N31 1.575, H44 1.090, H45 1.090, H46 1.090
33 C 12.061 -1.673 9.418  N31 1.545, C34 1.571, H47 1.090, H48 1.090
34 C 10.791 -1.619 8.494  C33 1.571, C35 1.526, H49 1.090, H50 1.090
35 C 11.272 -1.147 7.125  C34 1.526, C36 1.546, H51 1.090, H52 1.090
36 C 12.810 -1.286 7.196  N31 1.527, C35 1.546, H53 1.090, H54 1.090
37 H 16.294 -2.502 12.003  C28 1.090
38 H 16.969 -1.679 10.510  C28 1.090
39 H 16.190 -3.308 10.585  C28 1.090
40 H 15.182 -0.455 10.903  C29 1.090
41 H 13.934 -1.674 11.123  C29 1.090
42 H 14.737 -2.518 8.587  C30 1.090
43 H 15.257 -0.885 8.483  C30 1.090
44 H 13.313 0.765 9.937  C32 1.090
45 H 11.953 0.863 8.991  C32 1.090
46 H 13.518 1.178 8.179  C32 1.090
47 H 12.027 -1.149 10.374  C33 1.090
48 H 12.249 -2.736 9.565  C33 1.090
49 H 10.100 -0.864 8.869  C34 1.090
50 H 10.290 -2.586 8.476  C34 1.090
51 H 11.018 -0.098 7.272  C35 1.090
52 H 10.793 -1.539 6.228  C35 1.090
53 H 13.066 -0.414 6.595  C36 1.090
54 H 13.221 -2.246 6.883  C36 1.090
55 C 12.756 1.691 -0.177  C56 1.524, H64 1.090, H65 1.090, H66 1.090
56 C 11.908 0.457 0.110  C55 1.524, C57 1.494, H67 1.090, H68 1.090
57 C 11.840 0.228 1.585  C56 1.494, N58 1.533, H69 1.090, H70 1.090
58 N 11.259 -1.113 2.048  C57 1.533, C59 1.590, C60 1.514, C63 1.531
59 C 12.447 -2.167 1.961  N58 1.590, H71 1.090, H72 1.090, H73 1.090
60 C 10.011 -1.467 1.269  N58 1.514, C61 1.485, H74 1.090, H75 1.090
61 C 9.422 -2.503 2.154  C60 1.485, C62 1.563, H76 1.090, H77 1.090
62 C 9.551 -1.917 3.597  C61 1.563, C63 1.461, H78 1.090, H79 1.090
63 C 10.704 -1.027 3.472  N58 1.531, C62 1.461, H80 1.090, H81 1.090
64 H 12.874 1.875 -1.245  C55 1.090
65 H 13.703 1.474 0.316  C55 1.090
66 H 12.175 2.479 0.302  C55 1.090
67 H 12.308 -0.436 -0.371  C56 1.090
68 H 10.920 0.577 -0.335  C56 1.090
69 H 11.295 1.058 2.033  C57 1.090
70 H 12.804 0.157 2.089  C57 1.090
71 H 13.005 -1.999 2.882  C59 1.090
72 H 13.052 -2.082 1.058  C59 1.090
73 H 12.063 -3.169 2.151  C59 1.090
74 H 10.107 -1.755 0.222  C60 1.090
75 H 9.293 -0.647 1.292  C60 1.090
76 H 9.910 -3.451 1.928  C61 1.090
77 H 8.390 -2.747 1.903  C61 1.090
78 H 9.449 -2.700 4.349  C62 1.090
79 H 8.603 -1.412 3.785  C62 1.090
80 H 11.482 -1.279 4.193  C63 1.090
81 H 10.541 0.034 3.658  C63 1.090
82 C 18.002 -4.625 8.079  C83 1.507, H91 1.090, H92 1.090, H93 1.090
83 C 17.575 -6.030 7.739  C82 1.507, C84 1.554, H94 1.090, H95 1.090
84 C 17.306 -6.245 6.223  C83 1.554, N85 1.574, H96 1.090, H97 1.090
85 N 16.953 -7.668 5.649  C84 1.574, C86 1.586, C87 1.505, C90 1.537
86 C 18.208 -8.604 5.900  N85 1.586, H98 1.090, H99 1.090, H100 1.090
87 C 15.762 -8.172 6.419  N85 1.505, C88 1.607, H101 1.090, H102 1.090
88 C 15.272 -9.304 5.389  C87 1.607, C89 1.529, H103 1.090, H104 1.090
89 C 15.830 -8.842 4.042  C88 1.529, C90 1.458, H105 1.090, H106 1.090
90 C 16.537 -7.573 4.173  N85 1.537, C89 1.458, H107 1.090, H108 1.090
91 H 17.344 -3.862 7.663  C82 1.090
92 H 18.929 -4.411 7.547  C82 1.090
93 H 18.230 -4.451 9.130  C82 1.090
94 H 16.632 -6.296 8.216  C83 1.090
95 H 18.359 -6.710 8.074  C83 1.090
96 H 18.173 -5.873 5.678  C84 1.090
97 H 16.479 -5.598 5.931  C84 1.090
98 H 18.987 -8.232 5.235  C86 1.090
99 H 17.894 -9.648 5.880  C86 1.090
100 H 18.462 -8.486 6.954  C86 1.090
101 H 16.039 -8.590 7.387  C87 1.090
102 H 15.057 -7.368 6.629  C87 1.090
103 H 15.529 -10.286 5.786  C88 1.090
104 H 14.183 -9.284 5.378  C88 1.090
105 H 16.385 -9.655 3.574  C89 1.090
106 H 14.953 -8.762 3.398  C89 1.090
107 H 17.143 -7.321 3.302  C90 1.090
108 H 15.609 -7.001 4.175  C90 1.090
109 C 8.615 -3.604 11.249  C110 1.493, H119 1.090, H120 1.090, H121 1.090
110 C 8.126 -3.619 12.660  C109 1.493, C111 1.585, H122 1.090, H123 1.090
111 C 9.125 -2.957 13.697  C110 1.585, N112 1.542, H124 1.090, H125 1.090
112 N 8.745 -3.270 15.159  C111 1.542, C113 1.605, C117 1.511, C118 1.538
113 C 9.420 -4.713 15.350  N112 1.605, C114 1.546, H126 1.090, H127 1.090
114 C 9.415 -5.209 16.814  C113 1.546, C115 1.532, H128 1.090, H129 1.090
115 C 10.180 -4.167 17.636  C114 1.532, C116 1.540, H130 1.090, H131 1.090
116 C 9.529 -2.775 17.544  C115 1.540, C117 1.565, H132 1.090, H133 1.090
117 C 9.320 -2.231 16.092  N112 1.511, C116 1.565, H134 1.090, H135 1.090
118 C 7.245 -3.260 15.495  N112 1.538, H136 1.090, H137 1.090, H138 1.090
119 H 9.541 -4.154 11.077  C109 1.090
120 H 8.615 -2.593 10.841  C109 1.090
121 H 7.917 -4.247 10.713  C109 1.090
122 H 7.995 -4.669 12.923  C110 1.090
123 H 7.227 -3.002 12.668  C110 1.090
124 H 9.160 -1.886 13.497  C111 1.090
125 H 10.057 -3.455 13.430  C111 1.090
126 H 10.452 -4.596 15.018  C113 1.090
127 H 8.998 -5.475 14.694  C113 1.090
128 H 9.998 -6.128 16.874  C114 1.090
129 H 8.396 -5.392 17.154  C114 1.090
130 H 11.155 -4.101 17.152  C115 1.090
131 H 10.190 -4.495 18.676  C115 1.090
132 H 10.047 -1.999 18.108  C116 1.090
133 H 8.592 -2.844 18.096  C116 1.090
134 H 10.306 -1.880 15.786  C117 1.090
135 H 8.642 -1.379 16.158  C117 1.090
136 H 7.223 -3.339 16.582  C118 1.090
137 H 6.783 -4.085 14.952  C118 1.090
138 H 6.656 -2.397 15.185  C118 1.090
139 C 20.057 -0.882 9.576  F140 1.329, F141 1.322, F142 1.399, S143 1.928
140 F 20.900 -0.025 9.008  C139 1.329
141 F 19.497 -0.390 10.667  C139 1.322
142 F 19.093 -1.226 8.623  C139 1.399
143 S 21.079 -2.421 10.132  C139 1.928, O144 1.462, O145 1.493, O146 1.460
144 O 21.845 -2.868 8.969  S143 1.462
145 O 22.016 -1.958 11.198  S143 1.493
146 O 20.054 -3.412 10.446  S143 1.460
147 C 16.898 2.102 10.284  F148 1.345, F149 1.323, F150 1.355, S151 2.028
148 F 15.574 2.042 10.510  C147 1.345
149 F 17.551 1.420 11.212  C147 1.323
150 F 17.192 1.706 9.022  C147 1.355
151 S 17.519 4.031 10.370  C147 2.028, O152 1.486, O153 1.484, O154 1.477
152 O 18.988 4.014 10.151  S151 1.486
153 O 16.825 4.837 9.335  S151 1.484
154 O 17.171 4.558 11.705  S151 1.477
155 C 12.583 -5.116 5.123  F156 1.346, F157 1.243, F158 1.383, S159 1.887
156 F 11.337 -5.549 4.853  C155 1.346
157 F 13.359 -5.876 4.520  C155 1.243
158 F 12.878 -3.799 4.822  C155 1.383
159 S 12.903 -5.429 6.956  C155 1.887, O160 1.487, O161 1.474, O162 1.459
160 O 11.941 -4.483 7.584  S159 1.487
161 O 12.665 -6.866 7.181  S159 1.474
162 O 14.287 -5.022 7.175  S159 1.459
163 C 13.135 -0.375 14.606  F164 1.289, F165 1.303, F166 1.382, S167 1.966
164 F 13.728 0.751 14.810  C163 1.289
165 F 14.000 -1.234 14.146  C163 1.303
166 F 12.500 -0.831 15.745  C163 1.382
167 S 11.720 -0.013 13.290  C163 1.966, O168 1.480, O169 1.474, O170 1.495
168 O 10.576 0.646 13.961  S167 1.480
169 O 12.388 0.852 12.301  S167 1.474
170 O 11.251 -1.321 12.738  S167 1.495
171 C 12.540 2.327 5.183  F172 1.302, F173 1.356, F174 1.377, S175 1.879
172 F 12.300 3.193 4.240  C171 1.302
173 F 12.716 3.001 6.347  C171 1.356
174 F 11.477 1.458 5.283  C171 1.377
175 S 14.153 1.433 4.820  C171 1.879, O176 1.471, O177 1.485, O178 1.481
176 O 13.931 0.127 4.179  S175 1.471
177 O 14.859 2.359 3.899  S175 1.485
178 O 14.873 1.282 6.105  S175 1.481

Atom charges from the Löwdin analysis, given in e for atoms 1 to 8: atom 1 (C): -0.081, atom 2 (C): -0.224, atom 3 (C): -0.096, atom 4 (N): -0.197, atom 5 (C): 0.025, atom 6 (C): -0.072, atom 7 (C): -0.141, atom 8 (C): -0.148